This record from the Open Molecules 2025 dataset describes 3 unconnected molecules or ions with the total composition C36H29BFO10 in a non-equilibrium geometry. The level of theory is ωB97M-V with the def2-TZVPD basis set.

The geometry in XYZ format:
```
77
Properties=species:S:1:pos:R:3
O -2.237 0.444 -3.212
C -1.980 -0.729 -2.580
F -2.495 -0.815 -1.173
C -1.109 -1.913 -3.332
C -1.859 -3.367 -3.407
C -1.132 -4.375 -2.338
C 0.491 -4.761 -2.967
C 1.204 -6.176 -2.256
O 1.662 -4.629 -1.939
C -2.232 -4.041 -4.854
O -3.295 -4.976 -4.359
B -4.213 -3.999 -3.675
C -5.379 -4.578 -2.672
O -5.530 -6.042 -2.820
O -5.735 -6.589 -1.650
O -3.259 -3.094 -2.955
H -0.110 -2.030 -2.692
H -0.754 -1.504 -4.390
H -0.946 -3.917 -1.276
H -1.629 -5.435 -2.282
H 0.705 -4.551 -4.185
H 1.525 -6.568 -3.306
H 0.376 -6.588 -1.546
H -2.734 -3.141 -5.457
H -1.343 -4.618 -5.403
H -4.800 -3.553 -4.605
H -6.407 -4.102 -3.034
H -5.240 -4.246 -1.534
H -6.000 -7.564 -1.781
C 1.022 4.098 -1.581
C 1.891 4.817 -0.761
C 3.041 4.206 -0.257
C 3.316 2.869 -0.565
C 2.435 2.143 -1.365
C 1.290 2.762 -1.884
C 2.690 0.717 -1.656
O 1.918 0.080 -2.362
C 3.883 0.069 -1.077
C 4.107 -1.297 -1.297
C 5.240 -1.915 -0.764
C 6.156 -1.171 -0.020
C 5.933 0.188 0.205
C 4.789 0.807 -0.316
C 4.544 2.237 -0.043
O 5.346 2.890 0.615
H 0.130 4.576 -1.981
H 1.675 5.854 -0.514
H 3.717 4.775 0.378
H 0.605 2.206 -2.521
H 3.398 -1.884 -1.879
H 5.409 -2.976 -0.931
H 7.042 -1.651 0.389
H 6.650 0.761 0.791
C 0.004 4.389 7.981
C -1.055 5.264 7.740
C -1.729 5.223 6.518
C -1.336 4.312 5.530
C -0.262 3.454 5.763
C 0.403 3.485 6.996
C 0.194 2.524 4.710
O 1.135 1.768 4.915
C -0.496 2.524 3.404
C -0.038 1.688 2.377
C -0.693 1.673 1.144
C -1.809 2.482 0.936
C -2.264 3.320 1.955
C -1.600 3.348 3.189
C -2.067 4.264 4.248
O -3.045 4.979 4.065
H 0.524 4.415 8.937
H -1.358 5.977 8.503
H -2.558 5.905 6.338
H 1.234 2.809 7.190
H 0.831 1.051 2.533
H -0.332 1.027 0.346
H -2.323 2.465 -0.023
H -3.133 3.953 1.784
```

Values from the calculation:
charge: -1
LUMO energy: 0.4 eV
highest occupied orbital energy: -0.167 hartree
DFT total energy: -61663.5427 eV
largest force on an atom: 0.1854 Eh/bohr

This record from the Open Molecules 2025 dataset describes a molecular structure, C36H29Cl2CrN5O2S2Te in a non-equilibrium geometry. The level of theory is ωB97M-V with the def2-TZVPD basis set.

The geometry in XYZ format:
```
78
Properties=species:S:1:pos:R:3
Cr 0.072 -0.205 -0.055
S -2.427 2.902 -2.032
C -2.622 3.104 -0.279
C -3.485 3.957 0.279
C -3.739 4.067 1.748
C -2.479 4.272 2.644
C -1.593 1.918 1.795
C -1.793 2.101 0.378
N -1.409 1.090 -0.508
C -1.569 1.431 -1.762
C -0.714 0.745 -2.703
C -0.825 0.800 -4.094
C 0.156 0.200 -4.856
C 1.245 -0.411 -4.231
C 1.346 -0.457 -2.849
C 0.353 0.106 -2.046
H -4.067 4.591 -0.383
H -4.548 4.769 1.939
H -2.849 4.638 3.604
H -1.551 0.878 2.095
H -1.664 1.306 -4.557
H 0.087 0.211 -5.936
H 2.021 -0.866 -4.835
H 2.209 -0.929 -2.392
N 2.172 -6.368 4.690
C 2.294 -5.162 4.052
C 3.121 -5.033 2.926
C 3.193 -3.841 2.241
C 2.435 -2.752 2.672
C 1.649 -2.848 3.815
C 1.578 -4.042 4.500
S 2.504 -1.239 1.799
O 3.858 -0.937 1.463
O 1.738 -0.268 2.554
N 1.608 -1.379 0.395
C 1.169 -2.488 -0.260
N -0.028 -2.191 -0.821
C -0.569 -3.066 -1.656
C 0.044 -4.278 -1.901
C 1.220 -4.529 -1.207
N 1.791 -3.650 -0.388
H 2.828 -7.097 4.477
H 1.757 -6.397 5.603
H 3.720 -5.879 2.608
H 3.847 -3.736 1.388
H 1.121 -1.974 4.173
H 0.979 -4.117 5.400
H -1.512 -2.791 -2.116
H -0.376 -4.992 -2.592
H 1.739 -5.476 -1.317
Cl -3.411 -1.548 0.234
C -2.801 -1.781 1.869
Cl -1.031 -1.538 2.006
H -3.005 -2.798 2.175
H -3.282 -1.064 2.523
Te 0.452 2.445 1.140
C -2.372 2.720 2.819
C -2.016 2.263 4.204
C -2.945 2.195 5.153
C -4.358 2.483 4.865
C -4.801 2.681 3.626
C -3.890 2.671 2.437
C -1.313 5.138 2.257
C -1.327 5.992 1.161
C -0.259 6.848 0.915
C 0.827 6.873 1.774
C 0.844 6.036 2.884
C -0.218 5.182 3.123
H -0.974 2.022 4.397
H -2.683 1.904 6.162
H -5.053 2.486 5.696
H -5.858 2.822 3.425
H -4.182 1.877 1.740
H -2.180 6.010 0.495
H -0.286 7.506 0.056
H 1.648 7.554 1.594
H 1.681 6.060 3.569
H -0.211 4.546 4.002
```

Values from the calculation:
charge: +1
LUMO energy (alpha / beta): -3.8 / -3.8 eV
highest occupied orbital energy (alpha / beta): -0.381 / -0.381 hartree
spin multiplicity: 2
DFT total energy: -131769.4928 eV
⟨S²⟩: 0.76
largest force on an atom: 0.0238 Eh/bohr
ΔE to the lowest compared entry with this formula, charge and spin: 0.00 kJ/mol

This record from the Open Molecules 2025 dataset describes a molecular structure, C36H29ClF5N2NiO6PTe in a non-equilibrium geometry. The level of theory is ωB97M-V with the def2-TZVPD basis set.

The geometry in XYZ format:
```
82
Properties=species:S:1:pos:R:3
Ni -0.096 -0.072 0.488
O -0.340 5.334 2.649
C 0.087 4.574 3.632
O 0.358 5.029 4.725
C 0.177 3.117 3.359
C 0.566 2.142 4.259
Cl 1.151 2.309 5.842
N 0.464 0.935 3.648
N 0.036 1.088 2.393
C -0.126 2.379 2.193
C -0.580 2.803 0.830
O -0.944 3.976 0.644
O -0.618 1.875 -0.022
C 0.739 -0.349 4.188
C 1.576 -1.211 3.496
C 1.869 -2.441 4.061
C 1.326 -2.809 5.283
C 0.467 -1.947 5.952
C 0.169 -0.712 5.403
H -0.556 4.803 1.801
H 1.988 -0.906 2.541
H 2.542 -3.119 3.552
H 1.572 -3.770 5.718
H 0.029 -2.236 6.899
H -0.498 -0.025 5.905
C -0.210 -2.996 -5.459
C 0.521 -1.824 -5.567
C 0.577 -0.926 -4.509
C -0.109 -1.184 -3.325
C -0.825 -2.380 -3.221
C -0.883 -3.272 -4.275
P -0.178 -0.043 -1.873
C 0.620 1.413 -2.609
C 1.991 1.311 -2.834
C 2.698 2.383 -3.365
C 2.028 3.551 -3.682
C 0.663 3.653 -3.458
C -0.044 2.593 -2.916
C -1.989 0.248 -1.929
C -2.675 0.543 -3.079
C -4.074 0.693 -3.049
C -4.761 0.529 -1.878
C -4.087 0.212 -0.676
C -4.772 0.025 0.547
C -4.076 -0.304 1.675
C -2.674 -0.447 1.650
C -1.964 -0.250 0.497
C -2.673 0.069 -0.698
H -0.255 -3.691 -6.289
H 1.050 -1.598 -6.485
H 1.140 -0.011 -4.617
H -1.351 -2.591 -2.296
H -1.455 -4.187 -4.180
H 2.494 0.372 -2.633
H 3.769 2.299 -3.498
H 2.572 4.393 -4.093
H 0.147 4.578 -3.685
H -1.099 2.693 -2.699
H -2.138 0.656 -4.014
H -4.602 0.926 -3.966
H -5.840 0.632 -1.857
H -5.849 0.148 0.570
H -4.600 -0.441 2.614
H -2.152 -0.714 2.561
F 4.905 2.504 0.649
Te 3.182 1.309 0.453
F 4.256 0.053 1.530
F 4.309 0.117 -0.932
F 2.866 1.828 2.329
F 2.112 3.120 0.343
O 1.816 0.102 0.479
C 2.162 -2.974 0.437
C 0.655 -2.814 0.205
C -0.051 -4.158 0.450
O 0.054 -1.872 1.022
H 2.573 -3.719 -0.250
H 2.340 -3.305 1.463
H 2.675 -2.027 0.277
H 0.521 -2.556 -0.863
H 0.106 -4.445 1.492
H 0.350 -4.936 -0.206
H -1.124 -4.051 0.279
```

Values from the calculation:
charge: -2
LUMO energy (alpha / beta): 4.1 / 4.0 eV
highest occupied orbital energy (alpha / beta): -0.098 / -0.131 hartree
spin multiplicity: 3
DFT total energy: -136806.5984 eV
⟨S²⟩: 2.06
largest force on an atom: 0.0786 Eh/bohr
ΔE to the lowest compared entry with this formula, charge and spin: 289.66 kJ/mol

This record from the Open Molecules 2025 dataset describes a molecular structure, C36H29ClIN5O2S2Sr in a non-equilibrium geometry. The level of theory is ωB97M-V with the def2-TZVPD basis set.

The geometry in XYZ format:
```
77
Properties=species:S:1:pos:R:3
Sr 0.164 -0.277 -0.105
N -2.967 0.597 2.966
C -2.056 -0.205 2.366
S -0.433 -0.049 2.816
N -2.518 -1.128 1.547
N -1.667 -1.706 0.726
C -1.937 -2.880 0.233
C -3.170 -3.624 0.595
C -3.399 -3.957 1.927
C -4.542 -4.642 2.294
C -5.484 -4.987 1.338
C -5.280 -4.635 0.015
C -4.131 -3.957 -0.357
C -0.960 -3.460 -0.663
C -1.192 -4.695 -1.293
C -0.264 -5.184 -2.185
C 0.893 -4.450 -2.408
C 1.075 -3.274 -1.700
N 0.186 -2.782 -0.855
H -2.678 1.092 3.792
H -3.944 0.389 2.835
H -2.655 -3.691 2.663
H -4.699 -4.907 3.330
H -6.374 -5.533 1.617
H -6.016 -4.886 -0.737
H -3.977 -3.693 -1.394
H -2.086 -5.248 -1.058
H -0.424 -6.124 -2.693
H 1.639 -4.787 -3.108
H 1.973 -2.686 -1.833
Cl 0.073 0.360 -7.440
C 0.463 0.467 -5.751
C 1.549 1.206 -5.350
C 1.907 1.250 -4.009
I 3.602 2.404 -3.514
C 1.226 0.572 -2.987
O 1.633 0.485 -1.784
C -0.001 -0.066 -3.413
N -0.798 -0.546 -2.445
C -1.904 -1.170 -2.778
C -2.284 -1.408 -4.105
C -1.511 -0.901 -5.115
C -0.347 -0.172 -4.794
H 2.132 1.742 -6.085
H -2.528 -1.501 -1.959
H -3.180 -1.974 -4.314
H -1.774 -1.033 -6.154
O -0.064 1.857 -0.015
S 1.317 2.378 -0.132
C 1.222 4.030 0.712
C 0.711 3.998 2.107
C 1.543 4.316 3.177
C 1.062 4.309 4.473
C -0.260 3.976 4.719
C -1.094 3.656 3.661
C -0.615 3.662 2.364
C 2.247 1.510 1.198
C 3.599 2.111 1.358
C 4.373 2.300 0.220
C 5.606 2.917 0.292
C 6.092 3.337 1.519
C 5.345 3.119 2.665
C 4.104 2.508 2.590
H 0.551 4.592 0.062
H 2.229 4.440 0.649
H 2.571 4.591 2.985
H 1.718 4.575 5.291
H -0.640 3.983 5.730
H -2.134 3.426 3.842
H -1.273 3.420 1.542
H 2.322 0.476 0.854
H 1.645 1.564 2.104
H 3.998 1.949 -0.727
H 6.179 3.067 -0.611
H 7.053 3.823 1.582
H 5.727 3.432 3.627
H 3.530 2.332 3.489
```

Values from the calculation:
LUMO energy: -0.3 eV
highest occupied orbital energy: -0.268 hartree
DFT total energy: -92480.1427 eV
largest force on an atom: 0.0667 Eh/bohr
ΔE to the lowest compared entry with this formula, charge and spin: 155.45 kJ/mol

This record from the Open Molecules 2025 dataset describes a molecular structure, C36H29IrN9O6Se. The level of theory is ωB97M-V with the def2-TZVPD basis set.

The geometry in XYZ format:
```
82
Properties=species:S:1:pos:R:3
Ir 0.267 -0.015 0.277
O -2.638 1.717 -2.878
C -2.288 0.818 -3.828
C -2.754 1.057 -5.119
C -2.450 0.181 -6.142
C -1.680 -0.953 -5.897
C -1.216 -1.191 -4.618
C -1.507 -0.319 -3.565
C -0.939 -0.573 -2.216
O -1.025 0.404 -1.340
N -0.376 -1.716 -1.986
N 0.157 -1.736 -0.689
C 0.668 -2.839 -0.288
C 1.226 -3.073 1.021
C 1.581 -4.400 1.330
C 2.053 -4.753 2.568
C 2.190 -3.762 3.547
C 1.877 -2.453 3.266
C 1.407 -2.076 1.999
O 1.206 -0.769 1.814
H -2.260 1.399 -2.033
H -3.355 1.940 -5.291
H -2.826 0.375 -7.139
H -1.444 -1.641 -6.697
H -0.607 -2.058 -4.400
H 0.635 -3.664 -0.993
H 1.463 -5.153 0.559
H 2.301 -5.782 2.790
H 2.547 -4.026 4.535
H 1.987 -1.670 4.006
C -0.788 8.119 -2.085
O -0.002 8.458 -0.960
C -0.320 7.868 0.226
C -1.387 6.994 0.407
C -1.605 6.419 1.652
C -0.752 6.691 2.729
C 0.285 7.623 2.540
C 0.501 8.193 1.309
N -0.826 6.067 3.958
N -1.683 5.090 4.082
C -1.576 3.883 3.548
C -2.718 3.037 3.548
C -2.770 1.874 2.820
C -1.683 1.441 2.032
O -1.713 0.374 1.306
C -0.495 2.238 2.082
N 0.541 1.795 1.319
C 1.721 2.387 1.418
C 1.947 3.447 2.292
C 0.894 3.950 3.023
C -0.378 3.382 2.893
H -0.377 8.673 -2.923
H -1.834 8.402 -1.945
H -0.730 7.047 -2.295
H -2.060 6.759 -0.405
H -2.450 5.758 1.797
H 0.928 7.854 3.380
H 1.308 8.898 1.153
H -3.581 3.374 4.107
H -3.667 1.269 2.810
H 2.514 1.998 0.793
H 2.942 3.861 2.381
H 1.049 4.767 3.714
Se 4.337 -0.571 1.425
C 5.957 -0.389 0.627
N 6.977 -0.275 0.091
C 4.840 0.125 -2.935
N 3.611 0.887 -2.706
C 3.294 1.964 -3.461
C 2.168 2.673 -3.253
C 1.314 2.233 -2.197
N 1.610 1.159 -1.472
C 2.754 0.453 -1.696
O 3.048 -0.543 -1.046
N 0.213 2.926 -1.886
H 5.424 0.633 -3.697
H 4.598 -0.885 -3.260
H 5.418 0.057 -2.017
H 3.998 2.222 -4.241
H 1.924 3.534 -3.856
H -0.143 3.605 -2.535
H -0.445 2.484 -1.263
```

Values from the calculation:
LUMO energy (alpha / beta): -0.1 / -2.5 eV
highest occupied orbital energy (alpha / beta): -0.236 / -0.297 hartree
spin multiplicity: 6
DFT total energy: -131680.9814 eV
⟨S²⟩: 8.86
largest force on an atom: 0.0126 Eh/bohr
ΔE to the lowest compared entry with this formula, charge and spin: 0.00 kJ/mol

This record from the Open Molecules 2025 dataset describes a molecular structure, C36H30Br3Cl2IrN7O2S. The level of theory is ωB97M-V with the def2-TZVPD basis set.

The geometry in XYZ format:
```
82
Properties=species:S:1:pos:R:3
Ir -0.481 0.063 -0.404
Cl -1.704 1.474 2.228
C -1.371 0.680 3.754
C -2.171 0.880 4.857
C -1.855 0.203 6.029
C -0.775 -0.665 6.079
C 0.001 -0.860 4.949
Cl 1.366 -1.912 4.967
C -0.280 -0.183 3.767
S 0.704 -0.385 2.351
H -3.019 1.550 4.806
H -2.461 0.354 6.912
H -0.530 -1.190 6.991
Br -0.387 0.652 -6.998
C -0.378 0.417 -5.150
C 0.804 0.152 -4.476
C 0.765 0.003 -3.105
N -0.378 0.087 -2.421
C -1.542 0.336 -3.063
C -1.565 0.510 -4.430
C -2.746 0.351 -2.209
C -4.030 0.383 -2.711
C -5.105 0.288 -1.831
Br -6.853 0.356 -2.477
C -4.855 0.121 -0.478
C -3.541 0.110 -0.049
N -2.513 0.261 -0.883
H 1.748 0.073 -4.995
H 1.655 -0.175 -2.523
H -2.489 0.722 -4.946
H -4.216 0.457 -3.772
H -5.658 0.006 0.236
H -3.299 -0.003 0.997
Br 6.920 -3.792 0.446
C 5.764 -2.419 -0.115
C 6.288 -1.269 -0.704
N 5.522 -0.272 -1.122
C 4.207 -0.372 -0.958
C 3.599 -1.478 -0.374
C 4.400 -2.531 0.049
C 2.109 -1.570 -0.209
O 1.570 -2.611 0.088
O 1.515 -0.398 -0.377
H 7.357 -1.160 -0.840
H 3.616 0.462 -1.316
H 3.951 -3.409 0.495
C 3.199 4.007 1.316
C 3.395 2.584 0.845
N 2.156 2.069 0.268
C 1.065 2.771 -0.050
N -0.062 2.126 -0.423
C -1.163 2.969 -0.909
C -1.246 4.294 -0.179
C 0.063 5.014 -0.359
N 1.160 4.117 -0.021
C 2.460 4.748 0.221
H 4.163 4.474 1.511
H 2.614 4.036 2.237
H 3.685 1.925 1.664
H 4.188 2.544 0.093
H 2.089 1.069 0.153
H -2.100 2.447 -0.760
H -1.058 3.151 -1.988
H -1.429 4.118 0.883
H -2.070 4.887 -0.573
H 0.127 5.882 0.297
H 0.173 5.370 -1.388
H 2.271 5.780 0.508
H 3.049 4.763 -0.701
N -1.025 -1.889 -0.267
C -1.372 -2.970 -0.136
C -1.771 -4.333 -0.040
C -0.778 -5.289 0.186
C -1.144 -6.620 0.276
C -2.477 -6.984 0.141
C -3.459 -6.026 -0.086
C -3.114 -4.692 -0.177
H 0.254 -4.976 0.276
H -0.389 -7.375 0.448
H -2.755 -8.027 0.211
H -4.493 -6.325 -0.191
H -3.867 -3.935 -0.354
```

Values from the calculation:
charge: +2
LUMO energy (alpha / beta): -6.4 / -8.0 eV
highest occupied orbital energy (alpha / beta): -0.485 / -0.484 hartree
spin multiplicity: 2
DFT total energy: -301179.3135 eV
⟨S²⟩: 0.76
largest force on an atom: 0.0186 Eh/bohr
ΔE to the lowest compared entry with this formula, charge and spin: 182.15 kJ/mol

M (computed, g/mol): 651.43 878.30 933.35 877.77 954.86 1127.59